Record 1
A structure of composition C52H48N8OS2Se2TeTi, computed with ωB97M-V with the def2-TZVPD basis set.

CARTESIAN COORDINATES (ANGSTROEM)
Ti -0.0943 0.4323 -0.6176
S 4.0565 -3.7967 0.4251
C 4.7512 -5.3009 0.8192
C 3.9148 -6.3343 0.5330
C 2.6878 -5.8925 -0.0313
C 2.6054 -4.5342 -0.1447
C 1.5087 -3.7385 -0.7189
C 1.3891 -2.3629 -0.4573
N 0.4555 -1.5865 -0.9939
C -0.3894 -2.1367 -1.9096
C -0.3731 -3.4940 -2.2038
C -1.2933 -4.0040 -3.1879
C -2.1213 -3.1824 -3.8537
C -2.0990 -1.7646 -3.6132
C -2.8742 -0.8507 -4.3346
C -2.7667 0.5085 -4.1134
C -1.8908 0.9112 -3.1005
N -1.1679 0.0681 -2.3803
C -1.2485 -1.2629 -2.6373
C -3.5216 1.5126 -4.8730
C -3.3468 2.8683 -4.8856
C -4.2558 3.5412 -5.7446
C -5.1059 2.6792 -6.3648
S -4.8084 1.0644 -5.9227
C 0.5721 -4.2971 -1.5596
H 5.7475 -5.3419 1.2431
H 4.1636 -7.3746 0.7133
H 1.8882 -6.5713 -0.3153
H 2.0836 -1.8736 0.2046
H -1.2937 -5.0712 -3.3888
H -2.8088 -3.5728 -4.5963
H -3.5567 -1.2220 -5.0933
H -1.7813 1.9574 -2.8627
H -2.5765 3.3895 -4.3237
H -4.2728 4.6140 -5.8985
H -5.8969 2.9125 -7.0661
H 0.6010 -5.3605 -1.7761
N -1.8165 4.0151 -0.4783
C -0.6116 3.4720 -0.5990
O -0.5824 2.1400 -0.6643
C 0.5439 4.2222 -0.6377
C 0.4494 5.6395 -0.5100
N 0.2740 6.7737 -0.3792
C 1.7713 3.5309 -0.8467
N 2.6406 2.8167 -1.0760
H -2.6261 3.4308 -0.3840
H -1.9094 5.0153 -0.3700
C 2.0556 -1.1397 -3.6909
Te 2.3231 0.3675 -2.1778
C 2.5911 1.5900 -3.9046
C 3.2862 0.6637 -4.8686
C 4.1733 1.1269 -5.8341
C 4.8166 0.2250 -6.6707
C 4.5818 -1.1383 -6.5408
C 3.6923 -1.6034 -5.5818
C 3.0346 -0.7033 -4.7504
H 1.0343 -1.1139 -4.0689
H 2.2649 -2.1467 -3.3337
H 3.1763 2.4650 -3.6503
H 1.6150 1.9053 -4.2671
H 4.3720 2.1905 -5.9219
H 5.5144 0.5851 -7.4184
H 5.1014 -1.8428 -7.1792
H 3.5140 -2.6680 -5.4721
C -0.0734 -3.3593 3.5767
C 1.3755 -3.4494 4.0624
C 2.3029 -2.3755 3.4777
C 2.2752 -1.0261 4.1667
N 1.0050 -0.2738 4.0607
C 0.6163 0.5227 3.0452
Se 1.5149 0.7050 1.3749
N -0.4649 1.2093 3.4397
C -1.1026 2.3430 2.7573
C -0.7572 3.7018 3.3690
C 0.6775 4.2039 3.1732
C 1.7346 3.5149 4.0568
C -0.8204 0.8082 4.7304
C -1.8813 1.1832 5.5489
C -1.9465 0.5816 6.7914
C -0.9803 -0.3527 7.2021
C 0.0657 -0.7188 6.3811
C 0.1175 -0.1190 5.1263
H -0.6504 -4.2237 3.9169
H -0.1152 -3.3409 2.4850
H -0.5802 -2.4607 3.9454
H 1.7733 -4.4269 3.7814
H 1.4017 -3.3984 5.1587
H 2.0687 -2.2309 2.4236
H 3.3372 -2.7168 3.5344
H 3.0492 -0.3894 3.7503
H 2.4761 -1.1563 5.2279
H -2.1778 2.1934 2.8071
H -0.7960 2.2970 1.7277
H -0.9752 3.6732 4.4419
H -1.4539 4.4166 2.9223
H 0.6804 5.2703 3.4043
H 0.9574 4.1087 2.1189
H 1.3225 3.2653 5.0418
H 2.5886 4.1747 4.2181
H 2.1220 2.6032 3.6022
H -2.6246 1.9048 5.2296
H -2.7583 0.8347 7.4620
H -1.0630 -0.7980 8.1869
H 0.8025 -1.4457 6.7069
Se -1.7518 -0.8050 0.7614
C -3.2418 0.2576 1.2891
C -3.8336 0.0032 2.5099
C -4.9152 0.7935 2.8873
N -5.4001 1.7888 2.1402
C -4.8300 2.0036 0.9515
C -3.7560 1.2642 0.4807
H -3.4640 -0.7844 3.1571
H -5.4122 0.6208 3.8387
H -5.2605 2.8043 0.3553
H -3.3398 1.4491 -0.4978

Properties
E_HOMO, eV: -12.90
Relative energy (zero: lowest compared OMol25 entry of this formula, charge and spin), eV: 0.000
Total charge: +2



Record 2
A structure of composition C52H49As2N7P2STi, computed with ωB97M-V with the def2-TZVPD basis set.

CARTESIAN COORDINATES (ANGSTROEM)
Ti -1.2818 0.6786 0.9326
C 2.1681 1.2042 3.0155
As 0.4736 0.2784 3.0008
C 0.8914 -1.5253 3.5619
C -0.3515 1.1279 4.5233
C -0.2239 0.6305 5.8116
C -0.7131 1.3674 6.8832
C -1.2993 2.6053 6.6690
C -1.4316 3.1026 5.3779
C -0.9686 2.3587 4.3011
As -1.2756 2.9358 2.4821
C -3.0474 3.7032 2.5603
C -0.1542 4.4895 2.1975
H 2.5154 1.2727 4.0444
H 2.0262 2.2046 2.6123
H 2.9041 0.6874 2.4038
H 1.7040 -1.4919 4.2823
H 1.2064 -2.1043 2.6964
H 0.0161 -1.9856 4.0258
H 0.2301 -0.3338 5.9928
H -0.6329 0.9702 7.8867
H -1.6664 3.1843 7.5066
H -1.9060 4.0641 5.2300
H -3.1156 4.3907 3.3989
H -3.7671 2.8986 2.6823
H -3.2488 4.2401 1.6369
H -0.3297 5.1977 3.0040
H -0.4245 4.9552 1.2521
H 0.8968 4.2144 2.1874
S -2.3761 2.2057 -0.3280
C -3.2721 1.1456 -1.4132
N -4.0584 1.7537 -2.2776
N -4.7992 1.1899 -3.1393
C -4.9208 -0.1826 -3.5588
C -6.2001 -0.7147 -3.6037
C -6.3820 -2.0060 -4.0749
C -5.2921 -2.7414 -4.5169
C -4.0173 -2.1854 -4.4899
C -3.8234 -0.9021 -4.0090
N -3.2055 -0.1848 -1.2382
N -2.4470 -0.5709 -0.3040
C -2.4717 -1.9781 -0.0300
C -1.7858 -2.4351 1.0887
C -1.8177 -3.7734 1.4380
C -2.5377 -4.6692 0.6623
C -3.2168 -4.2163 -0.4632
C -3.1903 -2.8777 -0.8142
H -5.4098 1.8468 -3.6145
H -7.0464 -0.1283 -3.2633
H -7.3765 -2.4308 -4.1025
H -5.4341 -3.7446 -4.8969
H -3.1729 -2.7554 -4.8590
H -2.8326 -0.4633 -3.9911
H -1.2089 -1.7566 1.7124
H -1.2910 -4.1158 2.3202
H -2.5790 -5.7148 0.9378
H -3.7833 -4.9132 -1.0674
H -3.7321 -2.5269 -1.6803
N -2.5202 0.2107 2.3850
C -3.0482 -0.4417 3.2105
C -3.5516 -1.2199 4.1949
C -2.5917 -1.8403 5.0612
N -1.7364 -2.2985 5.6835
C -4.9583 -1.4649 4.2585
N -6.0953 -1.6338 4.2809
C 2.8019 1.0453 -0.8884
P 0.9609 1.0265 -0.7893
C 0.6858 2.3234 -2.0396
C 0.3342 3.6024 -1.6109
C 0.2733 4.6615 -2.5045
C 0.5628 4.4495 -3.8455
C 0.9391 3.1866 -4.2818
C 1.0176 2.1321 -3.3821
C 0.4596 -0.5674 -1.5046
C 0.8324 -1.6920 -0.7631
C 0.5874 -2.9733 -1.2389
C -0.0702 -3.1400 -2.4448
C -0.4939 -2.0248 -3.1651
C -0.2296 -0.7463 -2.7039
P 3.9783 -0.0191 0.0896
C 5.5562 0.7393 -0.4607
C 6.6857 -0.0845 -0.4553
C 7.9361 0.4261 -0.7691
C 8.0803 1.7695 -1.0887
C 6.9691 2.5963 -1.0889
C 5.7144 2.0877 -0.7712
C 4.0264 -1.5848 -0.8604
C 4.1388 -1.6330 -2.2493
C 4.1945 -2.8519 -2.9065
C 4.1648 -4.0379 -2.1800
C 4.0789 -4.0027 -0.7951
C 4.0019 -2.7773 -0.1401
H 3.0339 2.0783 -0.6243
H 3.0119 0.9574 -1.9570
H 0.1147 3.7701 -0.5648
H 0.0036 5.6505 -2.1567
H 0.5108 5.2720 -4.5476
H 1.1877 3.0232 -5.3226
H 1.3562 1.1660 -3.7330
H 1.3610 -1.5664 0.1767
H 0.9120 -3.8328 -0.6670
H -0.2630 -4.1349 -2.8258
H -1.0152 -2.1572 -4.1059
H -0.5589 0.1094 -3.2786
H 6.5885 -1.1368 -0.2162
H 8.7990 -0.2275 -0.7654
H 9.0558 2.1689 -1.3339
H 7.0737 3.6451 -1.3359
H 4.8721 2.7682 -0.7773
H 4.2114 -0.7135 -2.8210
H 4.2864 -2.8812 -3.9852
H 4.2297 -4.9880 -2.6953
H 4.0830 -4.9239 -0.2258
H 3.9472 -2.7458 0.9432

Properties
E_HOMO, eV: -12.53
Relative energy (zero: lowest compared OMol25 entry of this formula, charge and spin), eV: 1.208
Total charge: +2